[1]
The following is a quantum chemistry calculation of a molecular structure, C3H4BeO at a distorted geometry, from OMol25.

Geometry (Å):
C: -0.896 -1.134 -0.196
C: -0.789 0.219 -0.233
C: 0.412 0.618 0.461
O: 1.563 0.539 0.031
Be: 2.650 0.757 0.433
H: -1.228 -1.698 -1.069
H: -0.597 -1.714 0.679
H: -1.162 0.823 -1.061
H: 0.047 1.588 0.954

HOMO level (spin up / spin down) = -12.80 / -14.75 eV
spin multiplicity = 2
charge = +1
HOMO-LUMO gap (spin up / spin down) = 0.1922 / 0.3065 hartree
ΔE to the lowest compared entry with this formula, charge and spin = 93.2 kJ/mol

=====

[2]
The following is a quantum chemistry calculation of 2 unconnected molecules or ions with the total composition C3H4Br2 at a distorted geometry, from OMol25.

Geometry (Å):
C: -0.190 -1.384 -0.536
C: -0.765 -0.268 -0.732
C: 0.718 1.402 0.916
Br: -2.161 0.527 -1.494
Br: 2.111 0.376 1.292
H: -0.686 -2.167 -1.149
H: 0.541 -1.668 0.201
H: 0.545 1.726 -0.125
H: -0.112 1.456 1.627

HOMO level (spin up / spin down) = -8.15 / -8.13 eV
HOMO-LUMO gap (spin up / spin down) = 0.3026 / 0.2965 hartree
ΔE to the lowest compared entry with this formula, charge and spin = 395.8 kJ/mol

=====

[3]
The following is a quantum chemistry calculation of C3H4Br2O in the gas phase at a distorted geometry, from OMol25.

Geometry (Å):
C: 0.604 1.141 -0.217
C: 0.205 -0.279 0.267
Br: 1.775 -1.353 0.726
O: -0.763 -0.406 1.222
C: -1.012 -1.064 0.013
Br: -2.355 -0.209 -1.085
H: -0.259 1.889 -0.152
H: 1.119 1.025 -1.262
H: 1.527 1.404 0.416
H: -0.841 -2.147 0.073

HOMO level = -10.28 eV
HOMO-LUMO gap = 0.4017 hartree
SMILES string = C[C@@]1(Br)O[C@H]1Br
ΔE to the lowest compared entry with this formula, charge and spin = 56.6 kJ/mol

=====

[4]
The following is a quantum chemistry calculation of 2 unconnected molecules or ions with the total composition C3H4BrCl at a distorted geometry, from OMol25.

Geometry (Å):
Cl: -0.771 -1.610 2.991
C: -1.838 -1.202 1.543
Br: -2.137 0.761 1.369
H: -2.825 -1.545 1.554
H: -1.248 -1.269 0.611
C: 0.643 -0.335 -2.266
C: 0.284 0.330 -1.321
H: 0.958 -0.907 -3.087
H: 0.078 0.844 -0.406

HOMO level = -10.61 eV
HOMO-LUMO gap = 0.4048 hartree
SMILES string = ClCBr.C#C
ΔE to the lowest compared entry with this formula, charge and spin = 211.0 kJ/mol

=====

[5]
The following is a quantum chemistry calculation of 2 unconnected molecules or ions with the total composition C3H4BrClO at a distorted geometry, from OMol25.

Geometry (Å):
C: -0.986 0.685 0.232
C: -1.281 0.891 -1.014
Br: 0.026 1.719 -2.231
H: -1.556 0.092 0.882
H: -0.093 1.071 0.659
H: -2.252 0.424 -1.472
O: 1.705 0.068 0.756
C: 1.653 -1.112 0.598
Cl: 0.591 -2.123 1.687
H: 2.192 -1.715 -0.096

HOMO level = -9.67 eV
HOMO-LUMO gap = 0.3650 hartree
SMILES string = C=CBr.O=CCl
ΔE to the lowest compared entry with this formula, charge and spin = 125.1 kJ/mol

=====

[6]
The following is a quantum chemistry calculation of C3H4BrClO in the gas phase at a distorted geometry, from OMol25.

Geometry (Å):
C: 0.862 1.024 0.967
C: 0.792 -0.070 0.241
C: -0.536 -0.578 -0.244
O: -0.619 -0.080 -1.749
Cl: -0.709 -2.403 -0.146
Br: -2.125 0.337 0.779
H: 1.845 1.412 1.064
H: 0.089 1.577 1.399
H: 1.674 -0.680 -0.147
H: -1.272 -0.537 -2.164

HOMO level = -10.47 eV
HOMO-LUMO gap = 0.3842 hartree
SMILES string = C=C[C@@](O)(Cl)Br
ΔE to the lowest compared entry with this formula, charge and spin = 159.3 kJ/mol

=====

[7]
The following is a quantum chemistry calculation of C3H4BrClO2S in the gas phase at a distorted geometry, from OMol25.

Geometry (Å):
C: 1.243 -0.024 0.538
C: 0.159 -0.826 -0.287
C: -1.294 -0.170 -0.293
O: 0.968 2.650 0.085
O: -1.120 1.069 0.281
S: 0.392 1.653 0.931
Cl: -1.837 -0.164 -2.029
Br: -2.619 -1.202 0.761
H: 1.374 -0.495 1.406
H: 2.119 0.098 -0.038
H: 0.166 -1.811 0.009
H: 0.451 -0.777 -1.361

HOMO level = -10.22 eV
HOMO-LUMO gap = 0.3820 hartree
ΔE to the lowest compared entry with this formula, charge and spin = 4.0 kJ/mol

=====

[8]
The following is a quantum chemistry calculation of 2 unconnected molecules or ions with the total composition C3H4BrF at a distorted geometry, from OMol25.

Geometry (Å):
C: 1.695 0.813 1.195
C: 1.033 0.043 0.419
C: -1.182 -0.381 1.195
F: 1.237 -0.692 -0.674
Br: -2.423 0.017 -0.160
H: 2.631 1.132 1.215
H: 1.178 1.391 2.014
H: -1.314 -1.383 1.490
H: -0.963 0.319 1.971

HOMO level (spin up / spin down) = -8.85 / -8.85 eV
HOMO-LUMO gap (spin up / spin down) = 0.3295 / 0.3295 hartree
ΔE to the lowest compared entry with this formula, charge and spin = 387.6 kJ/mol

=====

[9]
The following is a quantum chemistry calculation of 2 unconnected molecules or ions with the total composition C3H4BrF4N at a distorted geometry, from OMol25.

Geometry (Å):
C: -0.509 -0.453 -0.961
C: -0.035 0.947 -0.809
C: 0.218 -0.124 3.016
N: 0.544 -1.451 -1.328
F: -1.094 1.885 -0.762
F: 0.848 1.460 -1.727
F: -0.249 0.969 3.566
F: -0.806 -0.775 2.512
Br: 1.040 1.217 0.859
H: -1.058 -0.777 -0.122
H: -1.242 -0.269 -1.767
H: 1.218 -0.901 -1.962
H: 1.127 -1.729 -0.515

HOMO level = -10.09 eV
HOMO-LUMO gap = 0.3847 hartree

=====

[10]
The following is a quantum chemistry calculation of 2 unconnected molecules or ions with the total composition C3H4BrNO2 at a distorted geometry, from OMol25.

Geometry (Å):
C: 0.862 0.305 -0.186
C: -1.294 -0.084 -0.246
C: 1.807 -0.744 0.131
N: -2.036 1.062 0.011
O: -1.436 2.159 0.131
O: -3.252 0.961 0.143
Br: -1.905 -1.720 0.402
H: 0.901 1.068 -0.852
H: 1.836 -1.315 1.051
H: 1.781 -1.548 -0.576
H: 2.735 -0.146 -0.007

HOMO level (spin up / spin down) = -9.29 / -9.48 eV
HOMO-LUMO gap (spin up / spin down) = 0.3132 / 0.2765 hartree
ΔE to the lowest compared entry with this formula, charge and spin = 829.3 kJ/mol

=====

[11]
The following is a quantum chemistry calculation of C3H4BrNO2 in the gas phase at a distorted geometry, from OMol25.

Geometry (Å):
C: -0.653 -0.335 -1.658
C: -0.176 0.476 -0.764
C: -0.286 0.418 0.713
Br: -1.744 -0.594 1.497
N: 0.996 -0.173 1.270
O: 2.044 0.311 0.906
O: 0.953 -1.198 1.845
H: -0.188 -0.241 -2.610
H: -1.246 -1.219 -1.322
H: 0.633 1.198 -1.077
H: -0.334 1.357 1.200

HOMO level = -10.52 eV
HOMO-LUMO gap = 0.3921 hartree
SMILES string = C=C[C@@H](Br)[N+](=O)[O-]
ΔE to the lowest compared entry with this formula, charge and spin = 339.6 kJ/mol

=====

[12]
The following is a quantum chemistry calculation of 2 unconnected molecules or ions with the total composition C3H4BrO2S at a distorted geometry, from OMol25.

Geometry (Å):
C: 0.617 2.989 -0.032
C: -0.475 -0.218 0.455
C: 0.394 0.129 -0.654
O: 0.227 2.772 1.007
O: 0.802 3.236 -1.117
S: 0.831 -1.045 -1.920
Br: 2.279 0.657 0.334
H: -0.498 -1.364 0.801
H: -1.576 0.112 0.251
H: -0.300 0.375 1.419
H: 1.642 -0.183 -2.684

HOMO level = -2.18 eV
charge = -1
HOMO-LUMO gap = 0.2085 hartree
ΔE to the lowest compared entry with this formula, charge and spin = 86.7 kJ/mol

=====

[13]
The following is a quantum chemistry calculation of a molecular structure, C3H4CeLiO3 at a distorted geometry, from OMol25.

Geometry (Å):
O: 0.185 -0.164 -0.125
C: -0.875 -0.815 -0.099
C: -1.117 -2.234 -0.357
Ce: 2.744 -1.009 0.258
Li: 0.113 1.861 -0.600
H: -1.789 -0.249 0.148
H: -0.461 -2.512 -1.216
H: -2.206 -2.400 -0.368
H: -0.796 -2.794 0.536
O: -3.821 1.667 0.439
C: -2.740 2.079 0.414
O: -1.620 2.337 0.212

HOMO level (spin up / spin down) = -19.65 / -23.00 eV
spin multiplicity = 3
charge = +3
HOMO-LUMO gap (spin up / spin down) = 0.2444 / 0.3673 hartree
ΔE to the lowest compared entry with this formula, charge and spin = 0.0 kJ/mol

=====

[14]
The following is a quantum chemistry calculation of 2 unconnected molecules or ions with the total composition C3H4Cl2 at a distorted geometry, from OMol25.

Geometry (Å):
Cl: 1.115 -1.749 0.153
C: -0.127 -0.725 -0.121
C: -0.707 0.357 -0.554
C: -1.565 -0.434 0.268
H: -0.502 1.229 -1.170
H: -1.688 -0.057 1.218
H: -2.384 -1.107 -0.015
Cl: 3.392 0.908 0.295
H: 2.466 1.579 -0.073

HOMO level = -9.20 eV
HOMO-LUMO gap = 0.3685 hartree
SMILES string = ClC1=CC1.Cl
ΔE to the lowest compared entry with this formula, charge and spin = 253.6 kJ/mol

=====

[15]
The following is a quantum chemistry calculation of C3H4Cl2F2O in the gas phase at a distorted geometry, from OMol25.

Geometry (Å):
C: 1.686 -0.129 -0.935
O: 0.483 0.508 -0.388
C: -0.351 -0.326 0.157
F: 0.133 -1.349 0.986
F: -0.978 -1.188 -0.786
C: -1.493 0.475 0.976
Cl: -0.799 1.580 2.101
Cl: -2.338 1.478 -0.242
H: 2.436 0.663 -0.965
H: 1.935 -1.115 -0.347
H: 1.444 -0.443 -2.053
H: -2.155 -0.153 1.497

HOMO level = -10.99 eV
HOMO-LUMO gap = 0.4324 hartree
SMILES string = COC(F)(F)C(Cl)Cl
ΔE to the lowest compared entry with this formula, charge and spin = 0.0 kJ/mol

=====

[16]
The following is a quantum chemistry calculation of 2 unconnected molecules or ions with the total composition C3H4Cl2I2 at a distorted geometry, from OMol25.

Geometry (Å):
C: 1.104 0.696 0.856
C: -0.734 -0.681 -1.246
C: -0.410 0.300 0.735
Cl: -0.825 -1.062 1.765
Cl: -1.634 1.505 0.694
I: 1.673 1.989 -0.777
I: -0.376 -2.723 -1.231
H: 1.583 -0.246 0.523
H: 1.482 1.075 1.783
H: -1.803 -0.588 -1.307
H: -0.060 -0.265 -1.795

HOMO level = -8.95 eV
HOMO-LUMO gap = 0.3261 hartree
ΔE to the lowest compared entry with this formula, charge and spin = 204.6 kJ/mol

=====

[17]
The following is a quantum chemistry calculation of a gas-phase ion, C3H4Cl2N3 (charge +1) at a distorted geometry, from OMol25.

Geometry (Å):
C: 1.443 0.706 0.378
C: 0.737 -0.319 -0.119
C: 3.130 -0.619 -0.434
N: 2.891 0.493 0.227
N: 0.629 -0.240 1.245
N: 0.274 -1.150 -0.960
Cl: 4.505 -1.415 -0.700
Cl: 4.186 1.762 0.634
H: 0.972 1.673 0.651
H: 0.547 -1.023 2.010
H: 0.511 -1.067 -1.988
H: 0.120 -2.134 -0.715

HOMO level (spin up / spin down) = -13.00 / -13.00 eV
charge = +1
HOMO-LUMO gap (spin up / spin down) = 0.3013 / 0.3014 hartree
ΔE to the lowest compared entry with this formula, charge and spin = 476.7 kJ/mol

=====

[18]
The following is a quantum chemistry calculation of C3H4Cl2N4 in the gas phase at a distorted geometry, from OMol25.

Geometry (Å):
C: 0.499 -0.817 -0.515
C: -0.838 -1.177 0.051
C: -0.014 -0.141 0.759
N: 0.684 -0.034 -1.657
N: 0.908 2.248 -1.566
N: 0.781 1.141 -1.527
N: -0.478 1.182 0.696
Cl: 1.854 -1.884 -0.295
Cl: 0.620 -0.777 2.314
H: -1.632 -0.878 -0.483
H: -1.104 -2.060 0.495
H: 0.150 1.858 1.146
H: -1.430 1.338 0.580

HOMO level = -9.35 eV
HOMO-LUMO gap = 0.3719 hartree
ΔE to the lowest compared entry with this formula, charge and spin = 132.6 kJ/mol

=====

[19]
The following is a quantum chemistry calculation of C3H4Cl2O in the gas phase at a distorted geometry, from OMol25.

Geometry (Å):
C: 0.640 0.458 0.134
C: -0.321 0.378 -0.976
C: -0.684 -1.283 0.962
O: 0.350 -0.408 1.194
Cl: -0.288 1.944 -1.662
Cl: -0.682 -2.142 2.459
H: 1.589 0.131 -0.359
H: 0.980 1.402 0.610
H: -1.380 0.189 -0.879
H: -0.205 -0.669 -1.483

HOMO level = -10.04 eV
HOMO-LUMO gap = 0.3692 hartree
ΔE to the lowest compared entry with this formula, charge and spin = 365.0 kJ/mol

=====

[20]
The following is a quantum chemistry calculation of C3H4Cl2O in the gas phase at a distorted geometry, from OMol25.

Geometry (Å):
C: -0.284 0.014 0.491
C: 1.087 0.078 0.101
C: -1.604 -0.256 -0.548
O: 1.862 -0.910 0.459
Cl: -1.196 0.302 -2.117
Cl: -3.042 0.498 0.003
H: -0.392 -0.700 1.197
H: -0.780 0.952 0.886
H: 1.662 0.751 -0.543
H: 2.686 -0.730 0.071

HOMO level (spin up / spin down) = -7.23 / -8.36 eV
HOMO-LUMO gap (spin up / spin down) = 0.2464 / 0.3271 hartree
ΔE to the lowest compared entry with this formula, charge and spin = 423.1 kJ/mol

=====

| no. | total energy (a.u.) |
| --- | --- |
| 1 | -206.1995 |
| 2 | -5264.5471 |
| 3 | -5339.9226 |
| 4 | -3150.8137 |
| 5 | -3226.1014 |
| 6 | -3226.0884 |
| 7 | -3699.5286 |
| 8 | -2790.4162 |
| 9 | -3144.8423 |
| 10 | -2895.6308 |
| 11 | -2895.8173 |
| 12 | -3239.3883 |
| 13 | -823.9410 |
| 14 | -1036.9752 |
| 15 | -1312.0426 |
| 16 | -1632.3770 |
| 17 | -1200.8962 |
| 18 | -1256.0050 |
| 19 | -1112.1996 |
| 20 | -1112.1775 |